Here is 2 unconnected molecules or ions with the total composition C10H22N3O5S at a distorted geometry from the Open Molecules 2025 dataset. Energies are from ωB97M-V/def2-TZVPD.

Results
Energy above the lowest of the compared OMol25 structures with the same formula, charge and spin, kcal per mole: 0.58
Net charge: +1
E_HOMO, eV: -12.63
E_LUMO, eV: -3.43

Geometry as XYZ:
```
41
C10H22N3O5S | the Open Molecules 2025 dataset | ωB97M-V/def2-TZVPD
S 0.85 2.84 0.33
O 1.12 3.79 1.35
O -2.34 -1.74 3.67
O 0.20 3.29 -0.86
O 1.57 -0.55 -1.45
O -2.76 3.77 0.97
N 1.68 -1.29 -3.60
N -0.27 1.62 1.13
N -1.21 2.26 1.99
C 1.96 -1.35 -2.30
C -1.77 -0.84 2.76
C -2.37 -1.18 4.97
C 2.33 1.93 -0.06
C -1.95 3.11 1.44
C -1.59 -1.50 1.39
C -0.52 -0.83 0.52
C 0.86 -0.19 -4.09
C -0.86 0.63 0.15
C 2.18 -2.28 -4.54
H -1.94 0.72 0.10
H -1.40 -2.57 1.52
H 1.34 0.77 -3.87
H -2.55 -1.42 0.87
H 0.74 -0.28 -5.17
H 2.80 -1.79 -5.29
H -0.54 -1.37 -0.42
H 2.58 -2.22 -2.02
H -0.12 -0.21 -3.61
H 0.34 1.08 1.75
H -1.35 -1.13 5.38
H -2.43 0.03 2.65
H 2.40 1.01 0.52
H -0.46 0.82 -0.85
H 1.34 -2.77 -5.04
H -0.78 -0.52 3.15
H 0.46 -0.90 0.99
H -2.79 -0.17 4.97
H -2.98 -1.81 5.62
H 2.28 1.66 -1.11
H 3.18 2.60 0.12
H 2.77 -3.03 -4.02
```

Listed below, in e, are the Löwdin charges computed for each atom: 0.701 -0.230 -0.170 -0.227 -0.049 0.304 -0.182 -0.139 0.141 -0.305 -0.272 -0.097 -0.084 -0.229 -0.151 -0.176 -0.022 -0.110 -0.034 0.143 0.128 0.094 0.124 0.094 0.097 0.111 0.146 0.091 0.154 0.091 0.114 0.076 0.107 0.097 0.121 0.118 0.089 0.094 0.060 0.092 0.089